Entry 1:
Density functional theory data (ωB97M-V with the def2-TZVPD basis set) for a structure of composition C23H17F5N3O3Pd.

XYZ file:
```
52
Properties=species:S:1:pos:R:3:forces:R:3
Pd 0.06455 0.93895 -0.49309 0.09 -0.29 0.18
O -1.45959 -2.01470 5.88386 0.02 0.02 -0.01
C -0.99476 -0.68043 5.78846 0.00 0.00 -0.02
C -0.70519 -0.35130 4.35159 -0.01 0.02 -0.16
C 0.05859 0.76241 4.02828 -0.02 0.01 0.04
C 0.28265 1.06536 2.69943 -0.03 -0.02 -0.09
N -0.20048 0.33169 1.69675 -0.11 -0.33 0.16
C -0.93521 -0.74671 2.00125 -0.26 -0.34 -0.69
C -1.20892 -1.12008 3.31143 0.16 0.26 0.15
C -1.46720 -1.57141 0.83427 0.40 0.54 0.49
C -2.09251 -2.79357 1.04629 -0.05 -0.06 -0.35
C -2.54042 -3.51885 -0.05139 0.09 0.12 0.04
C -3.18488 -4.86494 0.12110 0.01 0.00 0.00
O -3.87775 -4.89217 1.35776 0.00 0.00 -0.03
C -2.33714 -2.98576 -1.31669 0.02 -0.04 -0.01
C -1.69893 -1.76409 -1.43625 0.03 0.03 0.08
N -1.27654 -1.06201 -0.38933 -0.35 -0.02 0.27
H -1.65847 -2.20496 6.80380 -0.02 -0.02 0.03
H -0.08202 -0.53140 6.37573 -0.02 -0.02 0.00
H -1.75198 0.02176 6.15941 0.03 0.00 0.01
H 0.48814 1.39305 4.79621 -0.01 -0.01 0.02
H 0.88570 1.91377 2.40859 -0.01 0.00 0.04
H -1.80082 -1.98713 3.54766 -0.04 -0.05 -0.02
H -2.24608 -3.19776 2.03228 0.02 0.00 0.07
H -2.40217 -5.63384 0.10256 -0.02 0.02 -0.03
H -3.85818 -5.05061 -0.72252 -0.01 -0.01 0.04
H -4.21556 -5.78020 1.49967 -0.01 -0.02 0.03
H -2.67188 -3.50547 -2.20527 -0.01 -0.02 0.01
H -1.51347 -1.32229 -2.40825 -0.04 0.00 0.00
O -1.12994 2.95185 -1.38451 0.18 -0.18 -0.24
N -0.44044 3.16681 -2.46852 -0.04 0.14 0.08
C 0.79116 3.71935 -2.38438 -0.07 -0.09 -0.01
C 1.54371 3.93918 -3.51701 -0.04 -0.03 0.05
C 1.03860 3.59785 -4.76083 0.00 0.02 -0.04
C -0.23268 3.04928 -4.82963 0.00 -0.02 0.06
C -0.95460 2.84223 -3.67562 0.03 0.02 0.08
H 1.10987 3.91948 -1.37365 0.02 0.02 -0.01
H 2.53075 4.36375 -3.40314 0.01 0.00 -0.02
H 1.62461 3.75016 -5.65547 0.00 0.00 -0.01
H -0.67653 2.76564 -5.77268 0.01 0.00 -0.02
H -1.94380 2.41419 -3.62512 0.01 0.00 -0.03
F 2.90117 1.40692 1.31487 -0.06 -0.01 -0.08
C 3.14581 1.17177 -0.00430 0.25 0.02 0.15
C 2.10714 0.95474 -0.88260 -0.10 0.37 0.00
C 2.51466 0.75472 -2.18235 0.20 -0.06 -0.31
F 1.58841 0.55059 -3.16559 -0.07 0.04 0.08
C 3.83393 0.75490 -2.60963 -0.06 0.00 0.10
F 4.15263 0.55490 -3.89885 0.01 0.01 0.01
C 4.83786 0.97066 -1.68166 -0.15 -0.01 0.06
F 6.12283 0.97190 -2.05513 0.04 0.01 -0.01
C 4.48696 1.18219 -0.35858 -0.07 -0.03 -0.12
F 5.44841 1.39963 0.55080 0.01 0.00 0.02
```
Forces are in eV/Å.

Summary:
Spin multiplicity: 2
Net charge: 0
E_HOMO (spin up / spin down), eV: -7.174 / -7.174

---

Entry 2:
Density functional theory data (ωB97M-V with the def2-TZVPD basis set) for a structure of composition C23H17FN2O4PS2Sn.

XYZ file:
```
51
Properties=species:S:1:pos:R:3:forces:R:3
Sn 0.95489 3.17611 -0.49918 -0.16 0.04 0.06
O -0.81976 1.43458 5.37185 -0.02 -0.06 0.01
C -1.93178 1.22850 4.69260 0.04 -0.07 -0.08
O -2.91948 0.74404 5.20327 0.00 0.03 -0.01
C -1.93157 1.60664 3.25366 0.06 0.20 0.12
C -3.04809 1.48742 2.46272 -0.04 0.04 -0.12
N -2.69834 1.91178 1.23616 -0.11 0.07 -0.01
N -1.42335 2.29911 1.16216 -0.08 -0.03 0.07
C -0.94091 2.13097 2.37648 0.16 -0.13 0.02
C 0.49580 2.47859 2.61249 0.05 0.03 0.00
O 0.91899 2.49343 3.77673 -0.05 -0.12 -0.10
O 1.20483 2.75374 1.59195 -0.03 0.08 0.20
H -0.10238 1.82734 4.78246 0.03 0.14 0.01
H -4.02978 1.11340 2.70162 0.07 0.05 -0.03
H -3.24031 1.88444 0.39032 -0.05 -0.04 -0.03
F 6.71181 0.74344 -1.44427 0.07 -0.03 -0.01
C 5.46472 1.23709 -1.22488 -0.04 0.01 0.00
C 5.13214 1.66575 0.04215 -0.04 0.02 0.05
C 3.85244 2.16691 0.25705 0.06 -0.04 0.04
C 2.91234 2.23827 -0.77196 0.10 0.00 0.02
C 3.30463 1.79657 -2.03368 0.03 -0.04 -0.06
C 4.57708 1.28843 -2.27737 -0.05 0.00 -0.01
H 5.85966 1.59416 0.84146 -0.02 0.00 -0.02
H 3.57548 2.47754 1.25928 0.01 -0.01 -0.07
H 2.59472 1.81565 -2.85663 0.02 0.01 0.01
H 4.87602 0.92747 -3.25362 0.00 0.01 0.01
S 1.30556 -0.63450 0.66473 0.01 -0.03 0.00
P -0.04397 -0.52431 -0.73484 -0.02 0.13 0.06
S -0.27634 1.22123 -1.78450 0.00 -0.11 -0.09
C 0.18042 -1.84308 -1.97846 -0.01 -0.03 -0.09
C -0.05623 -3.16395 -1.59847 0.00 -0.01 -0.02
C 0.16465 -4.19972 -2.49242 0.00 0.03 0.01
C 0.63400 -3.92585 -3.77258 0.00 0.02 0.02
C 0.87651 -2.61445 -4.15287 -0.01 0.01 0.04
C 0.64643 -1.57409 -3.25924 0.00 -0.03 -0.01
C -1.72147 -0.89201 -0.09044 -0.03 -0.04 0.07
C -2.83819 -0.78557 -0.92087 -0.02 0.01 0.00
C -4.10724 -1.03281 -0.41992 0.04 0.00 0.00
C -4.27121 -1.39297 0.91588 0.05 -0.04 0.00
C -3.16343 -1.50668 1.74173 -0.01 -0.09 -0.05
C -1.88982 -1.25704 1.23832 -0.01 -0.04 -0.04
H -0.40649 -3.37940 -0.59494 0.01 0.01 -0.02
H -0.02389 -5.22268 -2.18920 0.00 0.02 -0.01
H 0.81190 -4.73579 -4.46954 0.00 0.00 0.00
H 1.24652 -2.39635 -5.14750 -0.01 0.00 0.01
H 0.82647 -0.54620 -3.54999 0.00 -0.03 0.01
H -2.70993 -0.49089 -1.95685 0.01 0.00 0.03
H -4.97082 -0.94730 -1.06940 0.02 -0.01 0.01
H -5.26327 -1.58338 1.30824 0.01 0.00 0.00
H -3.28596 -1.77185 2.78545 0.01 0.03 -0.02
H -1.01399 -1.32176 1.87488 -0.04 0.00 -0.01
```
Forces are in eV/Å.

Summary:
Net charge: -1
E_HOMO, eV: -5.091

---

Entry 3:
Density functional theory data (ωB97M-V with the def2-TZVPD basis set) for a structure of composition C23H17N4O3PtS in a non-equilibrium geometry.

XYZ file:
```
49
Properties=species:S:1:pos:R:3:forces:R:3
Pt 0.63168 -0.16904 0.72418 0.71 -0.01 -0.97
O 4.81645 5.00903 -2.75087 -0.01 -0.03 -0.05
N 3.67381 4.85049 -2.39258 0.03 0.11 0.17
O 2.75291 5.61603 -2.59156 -0.03 -0.07 -0.06
C 3.38277 3.64661 -1.58272 -0.07 -0.01 -0.09
C 4.38226 3.19422 -0.80292 0.06 -0.02 0.02
C 4.18533 2.05516 0.04169 0.06 0.01 -0.02
C 5.16926 1.52783 0.89821 0.02 0.01 0.00
C 4.87102 0.42816 1.66077 0.02 -0.02 -0.02
C 3.59927 -0.14959 1.56779 0.04 -0.12 -0.14
N 2.66556 0.33241 0.76847 -0.08 0.14 0.25
C 2.94563 1.42805 0.02331 -0.07 0.02 0.08
C 1.88931 1.93055 -0.79868 0.07 -0.14 -0.11
N 0.71748 1.24495 -0.74708 -0.43 0.33 0.63
C -0.27731 1.58296 -1.54743 -0.04 0.04 0.00
C -0.15290 2.65034 -2.43962 0.04 -0.02 -0.04
C 1.00308 3.38597 -2.47881 0.03 0.02 -0.01
C 2.07896 3.02917 -1.63735 0.01 0.00 -0.04
H 5.33983 3.69724 -0.82309 -0.01 -0.01 0.00
H 6.14547 1.99291 0.94983 0.00 0.00 -0.01
H 5.59927 -0.00546 2.33040 0.00 0.00 0.00
H 3.33780 -1.03316 2.13527 -0.02 0.01 0.02
H -1.18345 1.00058 -1.46343 -0.01 0.03 0.05
H -0.98554 2.89603 -3.08243 0.00 -0.01 0.00
H 1.09163 4.22811 -3.14613 0.01 0.01 0.00
C 1.54689 -4.73122 -0.89366 0.03 -0.01 -0.04
S 0.61171 -3.23193 -0.65026 -0.06 0.03 -0.03
C -0.55842 -3.84723 0.54943 -0.01 -0.04 0.03
O 1.57025 -2.32543 0.11057 -0.18 -0.05 0.55
H 1.90493 -5.08794 0.07079 0.01 0.00 -0.01
H 2.38213 -4.48403 -1.54547 0.00 -0.02 0.00
H 0.90932 -5.47174 -1.37597 -0.01 0.01 0.01
H -1.29105 -4.46748 0.03233 0.03 -0.02 0.01
H -1.05808 -2.97411 0.96678 -0.04 0.01 -0.02
H -0.03860 -4.41230 1.32209 0.00 0.03 0.01
N -9.16239 -1.54642 1.84629 0.02 0.00 0.00
C -8.03667 -1.37253 1.69786 0.06 0.01 0.00
C -6.62485 -1.15724 1.51040 -0.07 -0.02 0.01
C -6.18336 -0.22375 0.57597 -0.01 0.02 -0.01
C -4.82881 -0.01862 0.39711 0.01 -0.02 0.01
C -3.89846 -0.74494 1.14410 0.01 0.03 -0.01
C -4.35166 -1.67757 2.07988 0.00 -0.01 -0.01
C -5.70564 -1.88337 2.26390 0.00 -0.01 0.01
C -2.49144 -0.53886 0.95178 0.15 0.02 -0.09
C -1.29741 -0.37727 0.80355 -0.24 -0.25 -0.06
H -6.90504 0.33714 -0.00177 0.00 0.00 0.00
H -4.48127 0.70790 -0.32460 -0.01 0.00 0.00
H -3.63362 -2.23683 2.66446 -0.01 0.01 0.01
H -6.05805 -2.60377 2.98922 0.00 0.01 0.00
```
Forces are in eV/Å.

Summary:
Net charge: +1
E_HOMO, eV: -10.839

---

Entry 4:
Density functional theory data (ωB97M-V with the def2-TZVPD basis set) for a structure of composition C23H18AuBr2N5OS.

XYZ file:
```
51
Properties=species:S:1:pos:R:3:forces:R:3
Au -0.20424 -2.56355 0.37320 0.03 -0.08 -0.01
Br 1.96341 -1.69674 5.72870 0.03 0.00 -0.01
C 2.82194 -1.92849 4.14432 -0.01 0.01 0.01
C 4.18279 -1.91238 4.04748 0.02 0.00 0.05
C 4.79658 -2.11216 2.80467 0.05 0.01 -0.03
Br 6.62677 -2.07600 2.78677 -0.06 0.00 0.00
C 4.06204 -2.34753 1.57560 0.00 -0.02 -0.03
C 4.69550 -2.56810 0.34941 0.00 0.00 0.00
C 3.92053 -2.81083 -0.76458 -0.01 0.00 -0.01
C 2.54365 -2.82585 -0.63042 0.03 0.00 0.02
N 1.91826 -2.60237 0.54029 -0.02 0.01 -0.03
C 2.66018 -2.36988 1.61935 -0.01 0.00 -0.04
C 1.94905 -2.13246 2.92244 -0.04 0.03 0.06
O 0.75849 -2.09242 3.02151 0.01 0.00 -0.05
H 4.79893 -1.75287 4.92171 -0.02 0.00 0.01
H 5.77355 -2.55507 0.27194 0.00 0.00 0.01
H 4.36731 -2.99460 -1.73101 0.00 0.00 0.00
H 1.90328 -3.02706 -1.47739 0.01 0.00 -0.01
S -0.38999 4.73416 0.18599 -0.11 -0.09 0.01
C -0.23883 2.96911 0.20889 0.03 0.10 -0.05
C 0.55315 2.27468 -0.70286 -0.06 -0.03 -0.05
C 0.64101 0.90075 -0.59480 -0.03 0.03 0.02
N 0.02208 0.18920 0.35286 0.05 -0.04 -0.02
C -0.72794 0.86224 1.22615 0.00 0.05 0.03
C -0.89394 2.23715 1.19288 0.06 -0.02 0.08
C -0.62496 4.98663 -1.56522 0.11 0.03 -0.01
C -1.87007 4.77768 -2.13936 -0.01 -0.03 -0.01
C -2.00289 4.98398 -3.50518 0.00 -0.01 0.02
N -1.00341 5.37698 -4.28930 0.00 0.01 -0.03
C 0.17668 5.59935 -3.72238 0.00 0.00 0.02
C 0.42005 5.42133 -2.36535 0.00 0.04 0.02
H 1.08253 2.79569 -1.48887 -0.01 0.00 -0.01
H 1.23887 0.34077 -1.30707 0.00 0.00 0.00
H -1.23244 0.27130 1.98380 0.00 0.00 0.00
H -1.52788 2.73026 1.91727 -0.01 0.00 0.00
H -2.71723 4.47199 -1.54044 0.00 0.00 0.00
H -2.96115 4.83176 -3.98843 0.00 0.00 0.00
H 0.97067 5.93712 -4.37830 0.00 0.00 0.00
H 1.39490 5.63118 -1.94614 0.00 -0.02 0.00
C -5.42798 -1.60430 -0.98430 0.00 0.00 0.00
N -4.26867 -2.31737 -0.45304 0.01 0.00 -0.02
C -4.29159 -3.51451 0.21845 0.00 0.00 0.00
C -3.00539 -3.80242 0.54330 0.00 -0.04 -0.06
N -2.20150 -2.78906 0.06963 -0.05 0.08 0.12
C -2.99798 -1.90839 -0.51835 0.00 -0.03 -0.06
H -6.26075 -2.29786 -1.04976 0.00 0.00 0.00
H -5.20282 -1.23189 -1.98017 0.00 0.01 0.01
H -5.69672 -0.77909 -0.32885 -0.01 0.00 0.00
H -5.20680 -4.05090 0.39508 0.00 0.00 0.00
H -2.60484 -4.66005 1.05159 0.00 0.01 0.03
H -2.68219 -0.99909 -1.00171 0.01 0.01 0.03
```
Forces are in eV/Å.

Summary:
Net charge: +2
E_HOMO, eV: -13.132

---

Which electronic energy belongs to each record? In order, -1903.72809, -2749.26025, -1848.51977, -6917.60104 a.u..
Which energy above the lowest of the compared OMol25 structures with the same formula, charge and spin belongs to each record? In order, 0.0, 2.8, 176.7, 55.0 kJ/mol.